Entry from OMol25: a structure of composition C35H40F10N3ORb (wB97M-V/def2-TZVPD).

The geometry in XYZ format:
```
90
Properties=species:S:1:pos:R:3:forces:R:3:lowdin_charge:R:1
H -0.972936 -4.451296 -2.010595 0.0 0.0 0.0 0.08
N -0.077385 -0.283424 -2.737994 0.0 0.0 0.1 -0.04
F 2.373202 -0.404734 -1.776389 0.2 0.0 -0.2 0.00
H 1.683932 -2.025034 3.444583 0.0 0.0 0.0 0.09
C 0.672199 -1.606160 -4.720057 0.0 0.0 0.0 -0.14
H 5.348834 -3.008880 1.894961 0.0 0.0 0.0 0.08
C 4.148423 -0.970135 3.277723 0.0 0.0 0.0 -0.07
H -2.714302 3.547203 1.250841 0.0 0.0 0.0 0.11
H 5.219133 -2.302481 0.283508 0.0 0.0 0.0 0.07
F 0.918754 1.074318 2.673670 0.1 -0.1 0.0 0.01
H 0.106352 -6.480856 -1.079073 0.0 0.0 0.0 0.07
H 0.296737 -3.012334 4.624856 0.0 0.0 0.0 0.07
C 0.789388 -3.295513 1.853704 0.1 -0.1 0.0 -0.20
H -3.663776 0.296973 0.028034 0.0 0.0 0.0 0.05
H -1.342424 -3.652793 -0.474408 0.0 0.0 0.0 0.06
H 2.654333 -4.991666 -1.420956 0.0 0.0 0.0 0.09
H -1.636234 -4.812829 1.221260 0.0 0.0 0.0 0.05
H -0.786551 -2.007384 3.667284 0.0 0.0 0.0 0.06
C -1.847748 1.353162 -2.567803 0.0 -0.1 -0.1 -0.23
F 1.504873 -2.834750 -6.553984 0.0 0.0 0.0 0.07
F 4.430400 -1.557304 -3.088801 0.0 0.0 0.0 0.09
C -0.676290 2.003962 5.775636 0.0 0.0 0.1 -0.18
F -2.780281 2.989105 6.142602 0.0 0.0 0.0 0.08
H -2.399667 -4.471016 2.768083 0.0 0.0 0.0 0.08
C -3.374080 0.358375 -1.017632 0.0 0.0 0.0 -0.10
H -1.037734 2.084596 -2.617057 0.0 0.0 0.0 0.11
H -3.482482 1.982688 1.243297 0.0 0.0 0.0 0.09
C 1.725574 -2.213891 -5.374402 0.1 0.0 0.0 -0.17
C 0.702150 -4.446804 -0.608085 0.0 0.0 0.0 -0.52
H 4.221218 -1.881767 3.876252 0.0 0.0 0.0 0.08
C -1.664093 -4.103541 2.043682 0.0 0.0 0.0 -0.06
C 4.009257 -1.305918 1.791241 0.0 0.0 0.0 -0.55
H 4.863349 0.598621 1.149180 0.0 0.0 0.0 0.08
F -0.558027 -1.737531 -5.292081 0.0 0.0 0.0 0.04
C 0.239087 1.508185 4.855318 0.0 0.0 0.0 -0.16
H -1.415196 -3.427520 4.526047 0.0 0.0 0.0 0.08
H 0.377092 -5.993966 2.476555 0.0 0.0 0.0 0.05
H 1.320888 -6.359005 0.207342 0.0 0.0 0.0 0.09
C -0.301404 -3.923160 2.728381 0.0 0.0 0.0 -0.52
C 1.736672 -2.417148 2.439775 0.0 0.0 0.0 -0.10
H 5.049424 -0.370977 3.448781 0.0 0.0 0.0 0.07
N -2.196060 1.184318 -1.164824 0.0 0.0 0.0 -0.23
C 1.713117 -4.553977 -1.760023 0.0 0.0 0.0 -0.07
H 1.299392 -5.188090 -2.550751 0.0 0.0 0.0 0.08
H -3.215604 3.032998 -1.003981 0.0 0.0 0.0 0.11
C -2.363219 2.493692 -0.541202 0.1 -0.1 0.1 -0.22
C 5.265098 -2.066642 1.348794 0.0 0.0 -0.1 -0.06
C 3.003732 -2.215294 -4.847802 -0.1 0.0 -0.1 -0.18
O -3.479407 -0.385476 2.838199 0.0 0.0 0.0 0.08
C 2.779035 -2.160768 1.541581 0.0 0.1 0.0 -0.27
C 0.415807 -5.902245 -0.201078 0.0 0.0 0.0 -0.06
F 4.040503 -2.790179 -5.508197 0.0 0.0 0.0 0.06
C 2.145721 -0.994218 -2.972015 0.1 0.0 0.0 -0.18
H 1.097089 -5.144709 3.837303 0.0 0.0 0.0 0.08
C -0.035296 1.527404 3.513358 0.0 0.0 0.0 -0.16
H -0.319594 -2.849057 -1.670658 0.0 0.0 0.0 0.06
C 1.273505 -3.593354 0.534060 -0.1 -0.1 -0.1 -0.19
H -1.299523 0.367202 -4.352301 0.0 0.0 0.0 0.11
C -1.859397 2.506374 5.282043 0.0 0.0 -0.1 -0.17
H -1.456469 3.062860 -0.759174 0.0 0.0 0.0 0.11
C -2.577959 -0.661813 2.218486 0.0 0.0 0.0 0.02
F -0.420697 1.964712 7.106807 0.0 0.0 0.0 0.06
C -2.134249 2.519833 3.926632 -0.1 0.0 0.0 -0.15
C -1.248406 2.020631 2.928529 0.1 -0.1 0.0 -0.27
H -2.109069 -0.696417 -3.220268 0.0 0.0 0.0 0.10
C -1.348710 0.098730 -3.285609 -0.1 0.0 -0.1 -0.27
N -1.381002 1.926591 1.616178 0.0 0.0 -0.1 -0.01
H -3.177985 -0.654180 -1.370045 0.0 0.0 0.0 0.08
F -3.346158 3.039799 3.572280 0.0 0.0 0.0 0.04
H 6.167463 -1.470864 1.530512 0.0 0.0 0.0 0.07
C -2.543255 2.495152 0.975708 0.0 0.0 0.0 -0.28
H 1.923967 -3.579937 -2.198456 0.0 0.0 0.0 0.06
H -2.025115 -3.152154 1.649553 0.0 0.0 0.0 0.05
C 3.195649 -1.587270 -3.623740 0.0 0.1 0.1 -0.18
F 1.412974 1.024611 5.300226 0.0 0.0 0.0 0.09
C -0.565273 -3.036067 3.957635 0.0 0.0 0.0 -0.08
H -0.368404 -5.996760 0.544200 0.0 0.0 0.0 0.04
H 3.077329 -2.860257 -0.530402 0.0 0.0 0.0 0.09
Rb 0.273149 -0.441467 0.202459 -0.1 0.0 0.2 0.78
C 0.171490 -5.284211 3.274764 0.0 0.0 0.0 -0.05
H 3.820712 -0.174658 -0.055977 0.0 0.0 0.0 0.06
C 2.479090 -2.876115 0.369854 0.1 0.1 0.0 -0.10
H 3.290748 -0.397711 3.634646 0.0 0.0 0.0 0.07
H -2.712182 1.770885 -3.128568 0.0 0.0 0.0 0.11
C 3.944804 0.014683 1.009250 0.0 0.0 0.0 -0.05
C -0.562959 -3.814053 -1.217142 0.0 0.0 0.0 -0.04
C 0.809684 -0.926860 -3.472698 -0.1 0.0 0.0 -0.25
H 3.106449 0.623600 1.354655 0.0 0.0 0.0 0.07
H -0.581488 -5.722169 3.943614 0.0 0.0 0.0 0.07
H -4.234562 0.759045 -1.590985 0.0 0.0 0.0 0.09
```
Forces are in eV/Å.

ΔE to the lowest compared entry with this formula, charge and spin in kcal per mole: 0.0
Total charge: -2


Entry from OMol25: a structure of composition C28H57BrF5NO11 (wB97M-V/def2-TZVPD).

The geometry in XYZ format:
```
103
Properties=species:S:1:pos:R:3:forces:R:3:lowdin_charge:R:1
H 6.046631 4.252970 0.105104 0.0 0.1 0.0 0.07
H -4.347112 -6.743873 1.575582 -0.1 -0.2 -0.1 0.11
H 6.504905 1.901266 7.566524 -0.2 0.1 -0.1 0.11
F -3.357532 -2.568431 1.684111 -0.4 1.9 2.7 0.09
H 1.315826 0.964674 -2.832679 0.1 0.1 0.0 0.08
H 4.766367 -4.224745 6.638288 -0.1 0.0 -0.2 0.11
H -2.921001 3.380024 -3.600690 -0.1 -0.2 0.1 0.08
N 3.392408 -1.417811 2.403960 0.0 -0.2 -1.2 -0.34
C -0.456488 -1.154407 1.940996 1.9 2.6 1.7 0.09
O -5.402069 -1.610029 -4.259107 -0.2 0.1 0.0 -0.10
H -6.452217 3.573817 -3.082172 0.2 0.0 -0.1 0.10
C -0.804363 1.143019 3.429584 3.0 -2.5 -1.7 0.05
C 0.743695 1.321293 3.524116 -1.5 -3.4 -2.2 0.05
H -3.456083 -5.497254 -0.422379 -0.1 -0.1 0.0 0.07
F -3.434124 0.450238 3.801566 0.6 -1.5 -2.6 0.03
H -5.219651 0.838812 -4.562974 0.1 0.0 -0.1 0.06
H 1.111125 2.647841 -0.276401 -0.1 -0.2 0.1 0.12
C -4.585250 -2.511367 -3.521350 0.0 -0.2 -0.4 -0.32
C 6.141528 1.369553 6.684529 0.0 -0.1 -0.4 -0.33
O 4.143783 0.810873 2.866688 -3.6 -2.7 -0.3 0.08
H -0.071643 1.938826 -2.365397 0.1 0.1 0.1 0.07
H -3.588733 1.048682 -5.238556 0.0 -0.2 0.1 0.07
H -3.819581 -3.519162 -5.272352 0.0 -0.1 0.1 0.07
H 4.287062 4.359566 -0.124197 0.1 -0.1 0.0 0.08
F -2.516674 -2.470964 3.790174 -2.0 1.9 -2.5 0.08
H -2.998640 -7.888149 1.444057 0.1 0.2 0.1 0.11
C 1.073278 -0.980930 2.034100 -3.3 2.8 1.6 -0.10
H -4.203102 -1.981511 -2.646120 -0.2 0.1 -0.1 0.11
H -5.204491 -3.345909 -3.176699 0.1 -0.1 0.1 0.11
C -2.956040 -0.255696 2.635935 1.6 1.2 0.9 -0.27
H -6.726489 5.430852 -4.414411 0.1 0.2 -0.1 0.11
C -3.440732 -3.006595 -4.383150 0.2 0.0 0.0 -0.09
O 5.325713 2.262992 5.937807 -0.2 0.1 0.1 -0.09
H -0.880282 -2.060356 1.383538 0.5 1.6 1.0 0.13
H -2.772438 -5.088852 1.852212 0.1 -0.2 0.1 0.06
C -4.344092 1.490891 -4.582498 0.0 -0.1 -0.3 -0.10
C -0.583189 2.197435 -5.919487 -0.1 -0.1 0.1 -0.09
O 0.824027 0.620951 -0.224427 -0.1 -0.2 0.2 -0.10
H -3.482557 0.728742 -2.759419 0.2 0.1 0.0 0.11
C 3.179572 0.034161 2.735073 0.7 1.8 1.0 -0.39
F -3.536765 0.339288 1.491340 0.9 -1.6 2.5 0.08
H -5.743900 -2.087335 -5.026602 0.1 0.1 0.2 0.09
O -5.686373 3.855642 -3.600340 -0.1 0.3 0.0 -0.11
C -3.370963 -1.793781 2.863152 -1.0 -1.3 1.6 -0.31
H 2.517309 1.671031 -0.736842 0.0 0.2 -0.1 0.09
H 5.364614 4.972668 -1.370206 0.1 0.0 0.0 0.07
H 6.943087 0.375037 4.942118 0.0 -0.1 0.1 0.07
O 4.208871 -5.263739 4.968575 -0.1 0.1 -0.1 -0.14
C -5.862166 6.002091 -2.515028 0.1 0.1 0.1 -0.09
H 6.096971 -6.112866 7.617115 0.0 -0.1 -0.1 0.07
H -0.631099 4.284606 -5.380389 0.2 0.0 0.1 0.11
H 5.620550 -7.145046 6.250798 0.0 0.0 0.1 0.07
C 5.240007 4.178409 -0.628142 0.0 0.1 0.2 -0.09
C 1.016190 1.861644 -2.281642 -0.1 0.2 0.0 -0.09
H -3.790242 -7.194190 -0.833454 0.0 0.1 0.0 0.07
C 1.604801 0.243456 2.838863 -1.7 -0.9 -0.8 -0.06
C 2.293593 -1.834582 1.462963 -1.6 0.0 -1.2 -0.44
O -2.642526 2.532086 -3.229650 0.3 0.1 0.2 -0.09
H 0.081563 1.489418 -6.424287 0.0 0.1 -0.1 0.07
H -2.126149 -6.640288 -0.543016 -0.1 -0.1 0.1 0.08
H 5.091925 2.028666 -0.553520 -0.1 0.0 -0.2 0.11
C 5.804321 -6.113226 6.564367 0.2 0.0 0.1 -0.10
H -5.956165 7.078107 -2.679955 0.0 0.0 0.1 0.07
O 1.275284 3.564152 -5.227163 0.2 0.2 0.1 -0.09
H 1.232676 2.178952 4.084155 -0.8 -1.3 -0.9 0.11
H -1.548564 2.199537 -6.431597 0.0 -0.1 0.0 0.07
H 7.906197 1.735828 5.498506 0.0 0.0 0.1 0.08
C -3.785832 1.687096 -3.187822 -0.2 0.1 -0.3 -0.31
H -4.531166 2.139105 -2.528864 0.0 -0.2 0.0 0.09
C -5.816268 5.253927 -3.832699 -0.3 0.0 0.3 -0.30
H 1.852896 2.950686 -5.700033 -0.1 0.1 0.1 0.08
H 4.318611 3.428677 -2.898165 -0.1 -0.2 0.1 0.09
H 7.942188 0.205486 6.402615 0.0 0.0 -0.1 0.07
H 6.639983 -5.742109 5.965596 -0.1 0.1 0.1 0.08
H -2.801973 -3.696032 -3.825692 0.0 0.0 -0.1 0.07
H -2.833635 -2.167638 -4.733120 0.0 0.0 0.1 0.07
H -1.477893 1.918079 3.923498 1.0 -1.5 -0.9 0.11
H -4.628310 2.447947 -5.024218 0.0 -0.1 0.1 0.06
H -4.959154 5.578554 -4.426915 0.0 -0.2 0.0 0.11
C -3.166696 -6.533988 -0.225595 0.0 -0.1 -0.2 -0.10
O 2.341207 -2.597986 0.483745 0.1 2.9 3.9 0.10
H 6.185859 2.633986 -1.811635 0.1 0.0 0.2 0.11
Br 2.895811 -2.481866 3.906763 0.6 0.1 0.1 0.90
C 5.238241 2.817172 -1.295033 0.0 0.4 -0.2 -0.32
C 0.024707 3.585611 -5.903963 0.1 -0.4 -0.1 -0.31
C 7.303658 0.889318 5.837763 0.2 -0.1 0.0 -0.09
O 4.178111 2.734364 -2.240733 0.0 -0.1 -0.1 -0.10
H 3.727444 -5.631841 6.932599 0.1 0.1 0.2 0.11
C -1.353680 -0.096490 2.661710 2.3 0.5 -0.1 -0.03
C 1.431094 1.760919 -0.828122 0.1 -0.2 -0.5 -0.30
H 1.469070 2.733384 -2.757161 0.0 -0.1 0.0 0.06
H -0.725351 1.830516 -4.900273 -0.1 0.2 -0.1 0.06
H 0.181313 3.956008 -6.922446 -0.2 0.1 0.0 0.11
H 5.000897 1.782943 5.164517 0.1 0.1 0.0 0.06
C -3.308840 -6.859680 1.248267 0.0 0.4 -0.1 -0.32
H -4.955789 5.811880 -1.934350 0.0 0.0 -0.1 0.08
F -4.652077 -1.769178 3.500586 2.9 -0.6 -2.2 0.08
H 1.119334 -0.159520 -0.713664 -0.1 0.2 0.0 0.08
H -6.706929 5.664292 -1.907613 0.0 0.1 -0.1 0.07
H 4.029712 -6.179606 4.717577 0.0 0.2 0.0 0.09
H 5.526767 0.527124 7.018313 0.1 -0.1 0.1 0.11
O -2.486147 -5.997137 2.023753 0.1 0.1 0.2 -0.09
C 4.571936 -5.258514 6.344358 0.1 -0.4 -0.1 -0.33
```
Forces are in eV/Å.

Total charge: 0
Energy in eV: -137594.190